No. 1
ORCA calculation (ωB97M-V/def2-TZVPD) on a 2-piece molecular cluster, H8N5O2P overall in a non-equilibrium geometry.

Last column: Löwdin charge in e.
Cartesian coordinates (Å):
1 N -3.39 0.97 0.72  0.03
2 H 2.29 1.74 -0.91  0.04
3 H -0.96 -2.18 -0.89  0.12
4 N 2.75 -0.19 -0.52  -0.08
5 N 0.48 -1.53 0.35  0.00
6 O -2.79 -0.19 0.04  -0.39
7 N 2.45 1.14 -0.13  -0.08
8 O -0.72 1.14 0.21  -0.40
9 H -3.81 1.63 0.11  0.06
10 N -0.71 -1.55 -0.07  -0.19
11 H 1.62 1.22 0.46  0.03
12 H -2.74 1.47 1.22  0.02
13 H 3.67 -0.41 -0.23  0.04
14 P -1.32 0.06 -0.60  0.67
15 H 2.12 -0.83 -0.13  -0.05
16 H 1.08 -2.47 0.37  0.15

The highest occupied orbital energy (alpha / beta) is -8.1072 / -8.1035 eV. The lowest unoccupied orbital energy (alpha / beta) comes out at -0.04618 / -0.08126 Ha. The value obtained for the HOMO-LUMO gap (alpha / beta) is 0.2518 / 0.2165 Ha. The calculation puts the energy above the lowest of the compared OMol25 structures with the same formula, charge and spin at 249.9 kJ/mol. The total energy comes out at -20958.736 eV.


No. 2
ORCA calculation (ωB97M-V/def2-TZVPD) on C24H20F6N2O7PS3Ti as an isolated structure in a non-equilibrium geometry.

Last column: Mulliken spin population.
Cartesian coordinates (Å):
1 H -1.67 -3.03 -2.07  0.00
2 H 1.19 -1.23 -5.19  0.00
3 O 0.81 -0.13 2.08  0.02
4 H 1.09 4.79 3.15  0.00
5 N 1.71 -1.71 -0.46  0.00
6 C -2.19 0.66 -0.43  -0.04
7 H 1.21 -1.05 -2.72  0.00
8 C -2.03 -3.41 1.76  0.00
9 C 5.22 -0.51 -1.17  0.01
10 F -0.11 -2.17 4.05  0.00
11 H -1.27 -1.41 1.88  0.00
12 C 0.29 -0.91 -3.27  0.04
13 H 4.18 2.75 1.94  0.00
14 O 2.28 -3.70 0.72  0.00
15 C -3.42 0.32 0.13  0.00
16 O 1.60 2.33 0.68  -0.05
17 C -1.45 -2.07 -0.16  0.01
18 H 0.60 3.05 3.14  0.00
19 H 3.60 4.03 3.07  0.00
20 C 0.16 -0.90 4.40  0.00
21 Ti 1.68 0.27 0.17  0.97
22 H -3.62 -0.71 0.39  0.00
23 F 5.65 -0.02 -2.34  0.00
24 H -3.01 -0.38 -5.22  0.00
25 N 3.54 0.14 0.96  -0.01
26 O 5.06 1.85 -0.23  0.00
27 F 4.58 -1.66 -1.42  0.00
28 C 3.34 3.12 2.53  0.00
29 H -0.92 -0.90 -6.44  0.00
30 P -0.79 -0.49 -0.76  0.26
31 C -4.12 2.63 0.05  0.00
32 C -1.78 -3.13 -0.99  0.00
33 C -0.91 -0.83 -5.36  0.00
34 C -2.92 2.99 -0.54  0.03
35 C -0.89 -0.63 -2.58  -0.12
36 C 2.02 -2.70 0.15  0.01
37 C -4.36 1.30 0.38  0.00
38 S 4.15 0.72 -0.28  0.00
39 H -2.71 4.01 -0.82  0.00
40 O 1.71 1.12 4.02  0.00
41 C -2.37 -4.46 0.92  0.00
42 C 0.27 -1.02 -4.66  0.01
43 H 2.95 2.34 3.19  0.00
44 F 6.30 -0.81 -0.43  0.00
45 H -0.11 4.21 1.96  0.00
46 C -2.07 -0.44 -3.29  0.01
47 H -4.87 3.38 0.25  0.00
48 C -2.08 -0.54 -4.68  0.00
49 H -2.71 -5.40 1.34  0.00
50 H -2.11 -3.52 2.83  0.00
51 F 0.46 -0.90 5.70  0.00
52 H -2.99 -0.20 -2.77  0.00
53 C -1.57 -2.22 1.22  0.01
54 S 1.59 -0.21 3.39  0.00
55 O 3.04 0.91 -1.30  -0.01
56 F -0.97 -0.19 4.24  0.00
57 O -0.41 3.26 -2.10  0.23
58 C 0.77 3.94 2.54  0.00
59 H -2.48 -5.15 -1.11  0.00
60 S 2.07 3.58 1.36  -0.01
61 C -0.66 2.35 -1.40  0.46
62 C -1.97 2.00 -0.77  0.15
63 H -5.31 1.02 0.83  0.00
64 C -2.24 -4.32 -0.46  0.00

The highest occupied orbital energy (alpha / beta) is -4.8223 / -5.7225 eV. The lowest unoccupied orbital energy (alpha / beta) comes out at 0.07242 / 0.06660 Ha. The value obtained for the HOMO-LUMO gap (alpha / beta) is 0.2496 / 0.2769 Ha. The net charge is -1. The calculation puts the energy above the lowest of the compared OMol25 structures with the same formula, charge and spin at 0.0 kJ/mol. The total energy comes out at -123743.437 eV. The multiplicity is 3.


No. 3
ORCA calculation (ωB97M-V/def2-TZVPD) on C37H91HgO27P6 as an isolated structure in a non-equilibrium geometry.

Last column: Löwdin charge in e.
Cartesian coordinates (Å):
1 C -12.65 -15.52 7.95  -0.08
2 O -19.89 -11.63 14.84  0.11
3 H -23.40 -10.76 13.24  0.07
4 H -21.73 -9.13 12.05  0.07
5 H -14.70 -14.89 7.81  0.12
6 H -19.97 -3.11 15.74  0.10
7 H -17.12 -15.13 13.36  0.14
8 C -20.37 -12.55 7.70  -0.24
9 H -22.72 -13.96 12.48  0.10
10 H -19.47 -16.66 12.11  0.08
11 O -20.28 -6.86 11.86  -0.26
12 H -21.81 -14.47 16.43  0.07
13 C -21.39 -7.06 16.79  -0.08
14 C -16.91 -12.84 10.39  -0.22
15 H -23.01 -13.02 10.97  0.06
16 C -20.17 -7.85 16.75  -0.21
17 H -12.53 -13.49 12.09  0.12
18 P -14.72 -14.25 10.85  0.27
19 H -20.86 -3.45 13.34  0.13
20 C -19.37 -10.68 14.10  -0.76
21 H -23.20 -4.36 13.03  0.08
22 O -16.25 -14.11 10.64  -0.15
23 C -13.25 -12.71 12.39  -0.26
24 H -19.55 -4.59 13.80  0.10
25 O -22.11 -10.86 9.97  -0.17
26 H -20.48 -8.88 16.42  0.13
27 H -21.25 -6.10 17.24  0.07
28 H -18.61 -12.41 6.45  0.08
29 C -13.97 -15.26 8.53  -0.26
30 H -21.09 -12.21 6.95  0.12
31 C -17.19 -5.33 11.77  -0.26
32 H -17.96 -12.93 10.17  0.09
33 C -13.95 -7.99 10.53  -0.32
34 O -17.53 -7.35 13.89  -0.28
35 P -16.38 -7.04 10.14  0.37
36 H -22.27 -9.99 14.46  0.06
37 H -12.63 -11.82 12.12  0.12
38 C -23.08 -9.82 13.73  -0.03
39 C -18.11 -7.02 8.19  -0.22
40 H -20.88 -13.38 8.28  0.13
41 H -16.96 -3.11 11.71  0.09
42 O -18.27 -10.82 13.50  -0.06
43 P -21.49 -6.43 12.60  0.45
44 O -17.12 -6.37 16.21  -0.14
45 C -15.97 -5.59 15.81  -0.20
46 C -19.09 -13.07 7.13  -0.06
47 C -15.08 -16.67 16.54  -0.05
48 H -24.37 -5.70 12.76  0.13
49 H -21.94 -14.41 10.94  0.10
50 O -19.99 -11.46 8.57  -0.19
51 P -17.88 -7.41 15.32  0.33
52 H -16.22 -5.14 14.87  0.08
53 H -12.69 -12.53 14.43  0.10
54 H -17.02 -11.48 15.72  0.08
55 C -22.29 -13.54 11.56  -0.07
56 O -18.56 -16.24 14.49  -0.16
57 O -19.85 -9.78 10.38  -0.29
58 C -22.61 -8.80 12.61  -0.23
59 H -18.35 -6.35 7.35  0.13
60 H -23.94 -9.40 14.24  0.08
61 H -15.31 -11.24 16.54  0.10
62 H -14.36 -6.99 16.60  0.08
63 H -23.42 -3.67 10.67  0.08
64 H -16.76 -10.85 17.30  0.05
65 O -22.56 -5.66 11.66  -0.19
66 H -17.49 -9.01 8.55  0.03
67 H -20.66 -4.72 16.10  0.02
68 H -19.81 -14.61 17.89  0.13
69 H -17.56 -3.73 13.22  0.07
70 H -14.97 -16.37 15.48  0.09
71 H -16.85 -11.18 9.06  0.06
72 H -15.97 -4.77 16.45  0.10
73 H -16.77 -16.62 17.96  0.12
74 H -21.85 -7.01 15.82  0.07
75 H -13.78 -5.85 15.40  0.09
76 H -20.48 -13.30 12.70  0.14
77 C -20.70 -3.90 15.44  -0.06
78 O -17.21 -8.09 10.77  -0.27
79 H -22.11 -7.56 17.45  0.10
80 H -22.20 -8.78 9.46  0.12
81 P -18.54 -15.35 15.81  0.35
82 H -22.70 -9.91 8.17  0.14
83 C -20.58 -4.27 13.99  -0.22
84 C -16.34 -10.84 16.35  -0.05
85 H -13.32 -9.74 9.43  0.09
86 H -17.46 -6.09 12.51  0.06
87 H -12.75 -16.20 7.11  0.08
88 O -20.05 -9.59 13.86  -0.13
89 H -14.43 -16.04 17.15  0.07
90 H -21.63 -3.38 15.70  0.09
91 C -16.92 -3.98 12.37  -0.06
92 H -12.22 -9.11 10.62  0.09
93 O -17.12 -15.34 16.41  -0.15
94 H -19.53 -7.95 17.64  0.14
95 C -21.15 -12.72 11.97  -0.26
96 H -15.93 -3.96 12.81  0.07
97 H -18.43 -13.31 7.92  0.05
98 P -20.59 -11.03 9.99  0.39
99 H -19.38 -13.97 6.55  0.10
100 H -18.79 -8.76 7.45  0.10
101 H -24.22 -10.10 10.65  0.04
102 H -18.04 -16.12 11.20  0.05
103 C -23.65 -4.99 12.32  -0.25
104 H -18.99 -6.99 8.76  0.10
105 C -18.19 -15.52 13.29  -0.26
106 H -17.05 -8.44 6.98  0.10
107 H -17.12 -17.38 16.40  0.11
108 O -19.01 -13.93 15.76  -0.23
109 O -14.40 -12.90 11.52  -0.17
110 C -21.73 -15.38 17.07  -0.06
111 O -14.96 -7.63 9.64  -0.15
112 H -18.85 -14.60 13.22  0.10
113 H -11.99 -16.05 8.70  0.11
114 C -24.28 -4.01 11.26  -0.05
115 C -14.68 -6.41 15.72  -0.06
116 C -17.80 -8.40 7.76  -0.07
117 H -14.39 -16.08 9.04  0.10
118 H -17.90 -17.42 12.32  0.09
119 O -19.43 -16.24 16.68  -0.16
120 H -22.48 -15.27 17.87  0.08
121 H -14.49 -8.74 11.16  0.13
122 H -21.96 -16.22 16.44  0.07
123 O -17.70 -8.79 15.99  -0.16
124 H -15.94 -9.20 14.82  0.12
125 C -24.19 -9.70 9.68  -0.06
126 C -16.58 -16.59 16.89  -0.24
127 H -12.44 -8.14 9.09  0.09
128 H -15.27 -12.00 9.35  0.06
129 H -24.77 -10.33 9.00  0.09
130 C -12.92 -8.79 9.84  -0.07
131 H -23.47 -8.65 11.98  0.09
132 H -19.31 -12.42 15.02  0.06
133 O -19.42 -7.34 15.58  -0.19
134 C -13.61 -12.67 13.83  -0.07
135 H -13.59 -7.16 11.09  0.12
136 H -17.95 -5.19 11.07  0.10
137 H -14.73 -17.70 16.72  0.08
138 C -16.33 -9.37 15.86  -0.20
139 Hg -18.70 -8.83 12.29  1.26
140 H -14.09 -13.64 14.10  0.09
141 H -14.31 -11.85 13.93  0.07
142 H -20.36 -16.33 18.42  0.12
143 O -13.91 -14.12 9.47  -0.19
144 H -24.84 -3.19 11.83  0.10
145 O -22.24 -7.61 13.30  -0.18
146 O -20.32 -12.29 10.87  -0.16
147 H -25.06 -4.37 10.62  0.05
148 O -14.44 -15.42 11.62  -0.20
149 C -22.71 -9.74 9.28  -0.21
150 C -18.40 -16.47 12.13  -0.06
151 O -16.03 -5.89 11.11  -0.13
152 H -21.50 -11.83 12.46  0.09
153 O -21.40 -5.44 13.85  -0.21
154 O -17.04 -6.39 8.94  -0.11
155 H -16.44 -12.76 8.31  0.09
156 H -15.65 -8.83 16.54  0.10
157 H -12.23 -14.58 7.58  0.09
158 H -14.82 -7.23 14.95  0.08
159 C -20.28 -15.60 17.62  -0.24
160 C -16.34 -12.11 9.20  -0.06
161 H -16.83 -12.20 11.24  0.11
162 H -24.60 -8.71 9.79  0.08

The highest occupied orbital energy is -11.2895 eV. The lowest unoccupied orbital energy comes out at -0.05118 Ha. The value obtained for the HOMO-LUMO gap is 0.3637 Ha. The net charge is +1. The total energy comes out at -155046.864 eV.


No. 4
ORCA calculation (ωB97M-V/def2-TZVPD) on one molecule with the formula C3H6O in a non-equilibrium geometry.

Last column: Löwdin charge in e.
Cartesian coordinates (Å):
1 O 1.73 -0.19 -0.24  -0.02
2 C -0.67 -0.82 -0.16  -0.09
3 C 0.50 -0.08 0.42  -0.39
4 H -0.56 -1.30 -1.14  0.10
5 H -0.49 1.21 -1.12  0.09
6 H -1.30 1.28 0.50  0.10
7 C -0.63 0.71 -0.18  -0.11
8 H -1.35 -1.33 0.50  0.09
9 H 2.22 0.63 -0.10  0.09
10 H 0.55 -0.11 1.50  0.13

The highest occupied orbital energy is -10.0001 eV. The lowest unoccupied orbital energy comes out at 0.03936 Ha. The value obtained for the HOMO-LUMO gap is 0.4069 Ha. Its SMILES is OC1CC1. The calculation puts the energy above the lowest of the compared OMol25 structures with the same formula, charge and spin at 114.3 kJ/mol. The total energy comes out at -5254.510 eV.


No. 5
ORCA calculation (ωB97M-V/def2-TZVPD) on one molecule with the formula C15H22N2O2.

Last column: Löwdin charge in e.
Cartesian coordinates (Å):
1 C 2.94 2.69 -0.24  -0.08
2 H 3.00 -2.09 1.47  0.12
3 H -3.66 0.62 -2.55  0.09
4 C -2.55 0.82 1.52  -0.08
5 H 4.89 -0.71 0.82  0.12
6 H 4.81 1.72 0.14  0.11
7 N -2.98 -0.22 -0.71  -0.32
8 H -3.25 0.14 2.01  0.11
9 H -3.90 1.55 0.01  0.12
10 H 4.64 -1.06 -0.90  0.13
11 C -4.18 -0.99 -0.43  -0.09
12 C -2.84 0.01 -2.13  -0.09
13 H 0.96 -1.04 1.87  0.13
14 H 0.01 1.09 -0.74  0.09
15 O -0.40 0.72 2.60  0.06
16 C 3.23 0.30 -0.09  -0.16
17 C 3.75 1.59 -0.05  -0.04
18 H -1.50 -1.00 0.21  0.11
19 H -4.14 -1.93 -0.97  0.09
20 C -1.14 0.27 1.75  -0.51
21 C 4.13 -0.89 0.06  -0.11
22 H -2.61 1.78 2.04  0.12
23 H 0.95 3.36 -0.65  0.10
24 C 1.06 1.23 -0.54  -0.03
25 O 2.21 -2.29 -0.43  -0.09
26 C 1.59 2.51 -0.49  -0.07
27 H 3.92 -3.05 0.28  0.13
28 H -4.24 -1.21 0.64  0.08
29 H 0.28 -2.53 1.14  0.13
30 H 0.58 -1.38 -1.15  0.16
31 C 1.87 0.12 -0.32  -0.11
32 H -2.83 -0.95 -2.65  0.09
33 H -2.19 1.67 -0.41  0.11
34 N -0.85 -0.79 0.96  0.07
35 H 3.35 3.68 -0.19  0.10
36 C 1.26 -1.25 -0.29  -0.26
37 C 0.43 -1.45 1.00  -0.11
38 C -2.93 1.02 0.05  -0.20
39 H -1.90 0.52 -2.33  0.08
40 C 3.32 -2.14 0.42  -0.19
41 H -5.10 -0.45 -0.72  0.09

The highest occupied orbital energy is -8.7753 eV. The lowest unoccupied orbital energy comes out at 0.02576 Ha. The value obtained for the HOMO-LUMO gap is 0.3482 Ha. Its SMILES is CN(C)CCC(=O)NC[C@@H]1OCCc2ccccc21. The calculation puts the energy above the lowest of the compared OMol25 structures with the same formula, charge and spin at 70.6 kJ/mol. The total energy comes out at -22987.490 eV.


What is the formula in the second record? C24H20F6N2O7PS3Ti